DFT (wB97M-V/def2-TZVPD) results for one molecule with the formula C4H6N2O in a non-equilibrium geometry.

## Properties
energy above the lowest of the compared OMol25 structures with the same formula, charge and spin: 14.3 kcal/mol
SMILES: O=C1NC=CCN1
orbital gap: 9.3 eV

Geometry as ORCA input:
```
! wB97M-V def2-TZVPD RIJCOSX def2/J DEFGRID3
* xyz 0 1
O 2.251 1.104 -0.759
C 1.225 0.528 -0.523
N -0.072 1.194 -0.902
C -1.057 0.968 0.031
C -1.055 -0.169 0.744
C -0.174 -1.303 0.328
N 1.099 -0.770 -0.150
H 0.015 2.125 -1.273
H -1.728 1.787 0.243
H -1.845 -0.375 1.469
H -0.639 -1.902 -0.471
H 0.020 -1.963 1.181
H 1.962 -1.224 0.081
*
```

These are the natural (NBO) partial charges, in e, on atoms 1 to 5:
1. O -0.61
2. C 0.80
3. N -0.66
4. C 0.02
5. C -0.32